No. 1
The following is a quantum chemistry calculation of a structure of composition C26H61CrO25S5, from the OMol25 dataset.

Each line ends with the Löwdin spin population.
Cartesian coordinates (Å):
Cr -0.59 1.99 -2.60  4.64
O 0.38 -0.05 0.78  0.01
C 0.06 0.64 -0.31  0.02
O -1.00 1.22 -0.56  0.04
O 0.80 0.79 -1.28  0.04
H -0.36 0.17 1.35  0.00
C 2.98 0.42 5.66  0.00
C 3.01 -0.51 4.38  0.00
C 1.60 -0.84 4.15  0.00
O 0.94 0.41 4.45  0.00
C 1.65 1.17 5.47  0.00
H 3.84 1.08 5.69  0.00
H 2.87 -0.04 6.64  0.00
H 3.70 -1.36 4.44  0.00
H 3.48 0.03 3.56  0.00
H 1.23 -1.61 4.82  0.00
H 1.42 -1.26 3.16  0.00
H 1.06 1.20 6.38  0.00
H 1.93 2.16 5.11  0.00
O -2.66 3.04 -2.09  0.06
S -3.78 3.39 -1.19  0.01
O -4.62 4.55 -1.49  0.00
O -4.75 2.05 -1.09  0.00
C -6.04 2.09 -0.58  0.00
C -6.62 0.63 -0.54  0.00
C -3.39 3.45 0.62  0.00
H -6.62 2.75 -1.22  0.00
H -6.07 2.57 0.40  0.00
H -7.69 0.66 -0.36  0.00
H -6.07 -0.07 0.10  0.00
H -6.55 0.25 -1.56  0.00
H -4.37 3.51 1.09  0.00
H -2.80 4.35 0.81  0.00
H -2.95 2.48 0.87  0.00
O -4.22 0.47 2.14  0.00
S -2.95 0.55 2.87  0.00
O -1.74 0.29 2.18  0.00
O -3.01 2.05 3.58  0.00
C -1.82 2.53 4.12  0.00
C -1.22 3.55 3.18  0.00
C -2.96 -0.50 4.38  0.00
H -1.08 1.74 4.29  0.00
H -1.94 3.15 5.01  0.00
H -1.87 4.42 3.10  0.00
H -1.11 3.06 2.21  0.00
H -0.20 3.78 3.50  0.00
H -3.85 -0.16 4.90  0.00
H -2.08 -0.25 4.98  0.00
H -2.93 -1.56 4.12  0.00
O -5.29 -3.03 0.33  0.00
S -3.82 -2.90 0.24  0.00
O -2.98 -2.86 1.39  0.00
O -3.19 -3.98 -0.84  0.00
C -4.06 -4.42 -1.83  0.00
C -3.36 -5.19 -2.94  0.00
C -3.39 -1.34 -0.71  0.00
H -4.58 -3.57 -2.28  0.00
H -4.76 -5.07 -1.30  0.00
H -2.80 -4.58 -3.64  0.00
H -4.07 -5.80 -3.50  0.00
H -2.75 -5.96 -2.48  0.00
H -2.31 -1.37 -0.89  0.00
H -3.71 -0.50 -0.10  0.00
H -3.88 -1.37 -1.69  0.00
O 2.99 -5.04 0.36  0.00
S 2.33 -3.75 0.65  0.00
O 2.63 -2.99 1.85  0.00
O 2.38 -2.85 -0.73  0.00
C 3.66 -2.72 -1.33  0.00
C 4.03 -1.28 -1.03  0.00
C 0.50 -4.00 0.68  0.00
H 3.59 -2.76 -2.42  0.00
H 4.41 -3.41 -0.95  0.00
H 4.15 -1.18 0.05  0.00
H 3.33 -0.51 -1.36  0.00
H 5.02 -1.10 -1.45  0.00
H 0.24 -4.71 1.46  0.00
H 0.19 -4.34 -0.31  0.00
H 0.13 -3.00 0.93  0.00
O 3.59 4.31 2.69  0.00
S 3.87 3.36 1.63  0.00
O 4.48 3.73 0.35  0.00
O 4.76 2.16 2.26  0.00
C 5.57 1.32 1.47  0.00
C 6.28 0.44 2.51  0.00
C 2.32 2.29 1.32  0.00
H 6.26 1.99 0.96  0.00
H 5.10 0.79 0.64  0.00
H 5.67 -0.16 3.18  0.00
H 6.82 1.18 3.11  0.00
H 7.06 -0.12 1.99  0.00
H 2.50 1.44 0.68  0.00
H 1.56 2.96 0.90  0.00
H 1.91 2.03 2.30  0.00
C 1.88 1.18 -6.76  0.00
O 2.83 1.60 -5.80  0.00
C 2.54 1.98 -4.55  0.01
O 1.35 1.96 -4.05  0.05
O 3.65 2.19 -3.82  0.00
C 3.51 2.41 -2.43  0.00
H 1.59 2.07 -7.32  0.00
H 1.06 0.59 -6.34  0.00
H 2.37 0.44 -7.39  0.00
H 3.58 1.50 -1.82  0.00
H 2.70 3.02 -2.02  0.01
H 4.35 3.02 -2.12  0.00
C 0.52 -2.20 -3.09  0.00
O -0.12 -1.85 -4.29  0.01
C -0.79 -0.69 -4.48  0.02
O -1.01 0.04 -3.53  0.05
O -1.34 -0.52 -5.73  0.01
C -1.09 -1.43 -6.79  0.00
H -0.16 -2.60 -2.34  0.00
H 1.06 -1.40 -2.57  0.00
H 1.26 -2.98 -3.26  0.00
H -1.51 -1.01 -7.70  0.00
H -1.61 -2.38 -6.70  0.00
H -0.01 -1.53 -6.90  0.00

## Properties
largest force on an atom = 6.099 eV/Å
total charge = 0
electronic energy = -5943.48932 a.u.
multiplicity = 6

No. 2
The following is a quantum chemistry calculation of a cluster of 5 separate species, C26H61O18P3 in total, from the OMol25 dataset.

Each line ends with the Mulliken charge.
Cartesian coordinates (Å):
C -3.04 2.85 9.88  -1.11
C -2.10 2.00 9.04  -0.27
O -2.34 2.18 7.64  -0.33
P -2.87 0.98 6.75  0.78
O -1.89 -0.10 6.67  -0.70
O -3.25 1.67 5.34  -0.28
C -2.28 1.93 4.33  0.12
C -2.67 3.23 3.66  -1.26
O -4.31 0.66 7.32  -0.20
C -5.10 -0.47 6.91  -0.20
C -4.55 -1.77 7.48  -1.09
H -4.06 2.85 9.52  0.30
H -3.05 2.43 10.89  0.35
H -2.72 3.88 10.06  0.32
H -1.05 2.12 9.28  0.37
H -2.38 0.97 9.28  0.25
H -1.22 1.89 4.59  0.39
H -2.40 1.15 3.57  0.01
H -2.02 3.46 2.81  0.37
H -3.70 3.21 3.31  0.31
H -2.64 4.08 4.35  0.33
H -6.15 -0.34 7.17  0.31
H -5.07 -0.46 5.81  0.26
H -3.53 -1.98 7.17  0.31
H -4.49 -1.72 8.56  0.28
H -5.17 -2.61 7.15  0.39
C 1.18 -2.16 -2.56  -0.51
C 2.57 -1.70 -2.17  -0.06
O 3.58 -2.46 -2.83  -0.34
P 4.00 -1.97 -4.28  0.75
O 2.95 -2.15 -5.31  -0.79
O 4.50 -0.46 -4.03  0.03
C 4.66 0.35 -5.21  -0.30
C 4.62 1.81 -4.77  -0.87
O 5.36 -2.76 -4.62  -0.41
C 6.62 -2.46 -3.97  -0.05
C 6.85 -3.60 -2.95  -1.06
H 1.08 -3.23 -2.36  0.26
H 0.37 -1.69 -2.00  -0.28
H 1.04 -2.01 -3.63  0.57
H 2.71 -0.63 -2.38  0.05
H 2.62 -1.69 -1.08  0.28
H 5.57 0.08 -5.75  0.33
H 3.76 0.25 -5.83  0.31
H 3.91 1.92 -3.94  -0.02
H 5.60 2.00 -4.32  0.30
H 4.35 2.60 -5.46  0.40
H 7.49 -2.47 -4.62  0.36
H 6.49 -1.50 -3.47  0.15
H 7.78 -3.40 -2.42  0.35
H 5.98 -3.52 -2.29  0.22
H 6.86 -4.60 -3.37  0.30
C -4.19 0.24 -2.39  -1.02
C -4.21 -0.86 -1.34  -0.51
O -2.85 -1.04 -0.82  0.07
P -2.73 -2.43 0.00  0.52
O -3.71 -2.52 1.09  -0.80
O -2.88 -3.62 -1.07  -0.40
C -2.22 -3.58 -2.33  0.48
C -1.68 -4.97 -2.62  -1.38
O -1.22 -2.47 0.45  0.30
C -0.75 -3.59 1.23  -0.43
C 0.71 -3.72 0.91  -0.79
H -5.15 0.07 -2.89  0.43
H -4.35 1.24 -2.00  0.34
H -3.34 0.16 -3.05  0.08
H -4.86 -0.78 -0.47  0.42
H -4.56 -1.76 -1.86  0.30
H -3.02 -3.43 -3.08  0.33
H -1.55 -2.74 -2.52  -0.18
H -2.43 -5.74 -2.77  0.36
H -1.22 -4.85 -3.62  0.41
H -0.82 -5.25 -2.01  0.25
H -1.00 -3.43 2.28  0.31
H -1.24 -4.53 0.98  0.40
H 0.77 -4.24 -0.05  0.08
H 1.21 -2.76 0.92  0.06
H 1.34 -4.35 1.54  0.47
C -0.25 0.60 1.41  -1.15
C 0.53 0.37 0.13  2.08
O 1.86 0.93 0.38  -0.35
C 2.41 1.61 -0.61  0.80
O 1.94 1.84 -1.69  -0.35
O 3.56 2.16 -0.18  -0.42
C 4.32 2.92 -1.07  -0.57
H -1.17 0.02 1.35  0.14
H -0.64 1.63 1.36  0.30
H 0.25 0.30 2.32  0.36
H 0.10 0.67 -0.82  -0.61
H 0.60 -0.72 0.17  -1.06
H 3.64 3.42 -1.78  0.17
H 4.98 2.37 -1.74  0.22
H 4.86 3.72 -0.57  0.33
C -0.42 0.78 -4.23  -0.64
C -0.64 2.12 -3.55  0.08
O 0.22 3.11 -4.09  -0.27
C 0.05 4.35 -3.65  0.82
O -0.90 4.74 -3.02  -0.60
O 1.06 5.07 -4.08  -0.33
C 1.07 6.45 -3.66  -0.73
H 0.59 0.39 -4.14  -0.12
H -0.73 0.90 -5.27  0.51
H -1.04 -0.02 -3.82  0.03
H -0.37 2.00 -2.49  -0.11
H -1.69 2.39 -3.51  0.53
H 1.73 7.00 -4.32  0.23
H 1.53 6.45 -2.67  0.29
H 0.04 6.79 -3.58  0.35

## Properties
relative energy (zero: lowest compared OMol25 entry of this formula, charge and spin) = 0.000 eV
largest force on an atom = 2.401 eV/Å
total charge = 0
SMILES = CCOP(=O)(OCC)OCC.CCOP(=O)(OCC)OCC.CCOP(=O)(OCC)OCC.CCOC(=O)OC.CCOC(=O)OC